The following is a DFT calculation (ωB97M-V/def2-TZVPD) of a cluster of 9 separate species, C38H82N4O15 in total at a distorted geometry.

The highest occupied orbital energy is -9.15 eV. The HOMO-LUMO gap comes out at 0.34621 hartree. The value obtained for the energy above the lowest of the compared OMol25 structures with the same formula, charge and spin is 0.00 kcal/mol. Its SMILES is COCCOCCOC.COCCOCCOC.COCCOCCOC.COCCOCCOC.COCCOCCOC.CC#N.CC#N.CC#N.CC#N. The electronic energy comes out at -2844.24567 hartree. The value obtained for the lowest unoccupied orbital energy is 0.27 eV.

Each line ends with the Mulliken charge.
Positions of all 139 atoms, in Å:
C -6.03 1.19 0.90  -0.74
C -4.64 0.79 1.16  0.47
N -3.51 0.56 1.37  -0.43
H -6.33 1.92 1.65  0.33
H -6.67 0.31 0.87  0.33
H -6.03 1.69 -0.06  0.10
C 1.85 -1.56 -4.96  -0.77
C 2.56 -1.91 -3.71  0.34
N 3.10 -2.24 -2.77  -0.38
H 1.36 -0.60 -4.75  0.18
H 1.08 -2.25 -5.31  0.29
H 2.54 -1.29 -5.76  0.35
C -0.91 -3.08 1.95  0.25
C -1.04 -3.78 3.22  0.10
N -1.13 -4.34 4.23  -0.44
H -1.56 -2.21 1.91  0.15
H -1.32 -3.68 1.13  0.11
H 0.10 -2.74 1.72  -0.14
C -0.89 -0.33 -0.94  0.73
C 0.01 0.43 -1.87  0.32
N 0.75 0.92 -2.63  -0.67
H -1.31 -1.28 -1.28  -0.03
H -1.72 0.32 -0.65  0.02
H -0.31 -0.70 -0.10  -0.40
C 1.16 0.81 2.21  -1.06
O 1.64 -0.31 1.54  0.09
C 3.05 -0.49 1.71  -0.67
C 3.48 -1.78 0.95  -0.25
O 2.77 -2.90 1.38  -0.29
C 2.82 -3.99 0.44  -0.10
C 4.17 -4.73 0.56  -0.85
O 4.66 -5.00 1.92  -0.35
C 6.09 -4.95 2.11  -0.73
H 1.12 1.60 1.47  0.10
H 1.84 0.99 3.04  0.56
H 0.17 0.67 2.65  0.32
H 3.34 -0.62 2.75  0.55
H 3.60 0.36 1.30  0.19
H 4.56 -1.91 1.08  0.12
H 3.24 -1.62 -0.10  0.14
H 2.63 -3.79 -0.61  0.07
H 1.95 -4.59 0.73  0.37
H 4.90 -4.15 -0.02  0.37
H 4.04 -5.71 0.12  0.50
H 6.45 -4.98 3.14  0.29
H 6.53 -4.05 1.69  0.24
H 6.59 -5.80 1.64  0.32
C -0.26 -4.26 -2.86  -0.68
O -1.51 -4.39 -3.46  -0.33
C -2.43 -5.04 -2.61  -0.16
C -3.91 -5.07 -3.15  -0.73
O -4.03 -5.99 -4.26  -0.23
C -5.29 -6.17 -4.84  -0.66
C -5.25 -7.35 -5.85  -0.58
O -4.59 -8.46 -5.21  -0.26
C -4.57 -9.66 -5.87  -0.74
H -0.20 -3.49 -2.09  0.14
H 0.48 -3.94 -3.59  0.23
H 0.10 -5.21 -2.47  0.43
H -2.54 -4.42 -1.71  0.19
H -2.21 -6.09 -2.43  0.42
H -4.29 -4.10 -3.47  0.24
H -4.69 -5.43 -2.48  0.43
H -5.73 -5.33 -5.36  0.38
H -6.06 -6.34 -4.08  0.38
H -4.59 -7.04 -6.67  0.31
H -6.22 -7.65 -6.24  0.41
H -5.59 -10.04 -5.84  0.28
H -3.80 -10.27 -5.39  0.22
H -4.33 -9.56 -6.93  0.31
C -3.49 -1.20 -3.44  -1.13
O -3.67 0.12 -2.94  -0.23
C -3.39 1.11 -3.98  -0.50
C -3.89 2.47 -3.47  -0.37
O -2.82 3.30 -3.07  -0.36
C -3.17 4.70 -2.84  -0.69
C -4.29 5.03 -1.81  -0.38
O -5.61 4.81 -2.17  -0.36
C -6.61 4.88 -1.14  -0.69
H -2.50 -1.54 -3.75  0.44
H -4.22 -1.43 -4.21  0.45
H -3.65 -1.91 -2.62  0.24
H -3.93 0.90 -4.91  0.45
H -2.31 1.15 -4.10  0.22
H -4.64 2.37 -2.69  0.15
H -4.37 3.03 -4.28  0.40
H -3.46 5.13 -3.80  0.37
H -2.29 5.27 -2.54  0.44
H -4.09 6.04 -1.44  0.51
H -3.95 4.35 -1.03  0.17
H -7.51 4.36 -1.45  0.25
H -6.95 5.90 -0.99  0.32
H -6.27 4.46 -0.19  0.25
C 6.78 -0.98 3.09  -0.51
O 6.18 0.02 2.24  -0.08
C 6.92 1.23 2.26  -0.72
C 6.15 2.40 1.53  -0.39
O 5.03 2.75 2.37  -0.35
C 4.49 4.08 2.07  -0.87
C 3.39 3.90 0.99  0.56
O 4.12 3.60 -0.25  -0.43
C 3.26 3.31 -1.38  -0.59
H 7.87 -1.07 3.06  0.39
H 6.41 -1.92 2.69  -0.14
H 6.48 -0.78 4.12  0.33
H 7.86 1.16 1.72  0.35
H 7.10 1.56 3.28  0.37
H 5.81 2.07 0.55  0.24
H 6.82 3.26 1.50  0.42
H 5.29 4.73 1.73  0.37
H 4.03 4.46 2.98  0.43
H 2.93 4.88 0.82  0.49
H 2.74 3.05 1.19  -0.55
H 3.74 2.90 -2.27  0.35
H 2.59 4.10 -1.70  0.35
H 2.64 2.45 -1.13  0.02
C -1.89 3.57 1.18  -0.66
O -0.62 3.96 1.69  -0.16
C -0.69 4.39 3.03  -0.54
C 0.73 4.49 3.56  0.08
O 0.89 4.44 4.94  -0.25
C 0.34 5.53 5.71  -0.57
C 0.94 5.44 7.10  -0.53
O 2.24 6.08 7.20  -0.31
C 2.90 5.88 8.45  -0.87
H -1.82 2.91 0.32  0.09
H -2.43 4.45 0.84  0.27
H -2.48 2.98 1.89  0.35
H -1.17 3.64 3.66  0.39
H -1.09 5.41 3.08  0.32
H 1.25 5.37 3.19  0.27
H 1.33 3.68 3.13  -0.29
H -0.74 5.53 5.80  0.36
H 0.57 6.49 5.25  0.40
H 1.13 4.38 7.29  0.32
H 0.21 5.92 7.76  0.31
H 2.51 6.12 9.44  0.31
H 3.95 6.17 8.36  0.33
H 3.10 4.81 8.44  0.35